# 1
Formula: C9H20NO
Source: OMol25
Level of theory: ωB97M-V/def2-TZVPD

Structure (XYZ):
```
31
Properties=species:S:1:pos:R:3
H 2.52722 -1.80010 -0.53434
H -2.01221 2.23282 0.06124
C -2.65316 -0.30910 0.47966
H -2.75543 -1.14145 1.00606
H 1.14244 0.58248 2.09013
H 1.60028 -1.19020 -1.79442
O -1.05767 -0.65676 -1.95344
C 1.07100 1.25764 -0.72527
H 2.12971 1.52332 -0.87116
C -0.21431 -0.64862 0.08778
C 0.09862 2.24662 -0.18446
H 0.21059 2.59439 0.84690
H 2.89708 -0.24745 -1.23593
C -0.30609 -2.07121 0.59642
H 0.72758 -2.44346 1.03395
H -1.45148 1.19560 -1.21236
C 1.79471 0.06360 1.45972
N -1.28318 0.25854 0.59716
H -0.92250 0.24288 1.59852
H -1.43193 -1.52541 -2.01557
C 2.12945 -0.83792 -1.00245
H -0.81042 -2.76111 -0.04657
H -2.72483 -0.57302 -0.52728
H -0.15876 3.10071 -0.97242
H 0.87173 1.11822 -1.81378
C -1.22735 1.48795 -0.24833
H 2.12187 -0.93808 1.70200
C 1.22306 -0.06947 -0.00041
H -3.19833 0.53825 0.90770
H 2.58291 0.88125 1.22413
H -0.92061 -2.11094 1.44683
```

Properties
2S+1 = 1
Relative energy (zero: lowest compared OMol25 entry of this formula, charge and spin) = 96.11 kcal per mole
Molar mass = 158.27 g/mol
Frontier orbital gap = 9.51 eV
Charge = +1

=====

# 2
Formula: C35H49N5O7
Source: OMol25
Level of theory: ωB97M-V/def2-TZVPD

Structure (XYZ):
```
96
Properties=species:S:1:pos:R:3
H 28.91764 9.87695 -11.84473
O 31.90236 10.20324 -13.01228
C 33.21438 3.81104 -17.46661
C 34.93547 7.12529 -17.49781
H 29.22666 11.56525 -11.89281
C 33.53936 1.08617 -10.25385
C 35.61995 12.76771 -10.96132
H 34.08283 9.02981 -14.77877
H 32.69295 3.06578 -9.73934
C 33.88099 2.89366 -11.66467
N 34.17048 5.93497 -7.85078
H 32.81357 13.24988 -9.34035
C 30.78256 10.55410 -10.88678
C 34.48410 7.19239 -8.34508
C 37.13627 4.38048 -12.45560
C 29.71519 10.59912 -12.01931
H 30.70276 4.65011 -16.62190
O 33.71228 8.64606 -20.29469
H 33.27143 9.02879 -8.29277
C 33.55969 13.17445 -10.11754
H 38.37315 7.31118 -16.21118
H 39.74486 7.90197 -15.39834
C 35.62156 7.25106 -19.66005
H 33.14336 0.58368 -9.38373
C 32.99769 5.96725 -7.28163
H 32.29262 4.88885 -14.64104
H 35.49059 8.32217 -10.78529
C 33.37309 7.96596 -8.13011
O 34.06325 4.01201 -18.37364
H 30.44623 3.14789 -15.78645
H 37.38546 2.01771 -14.59787
N 35.02996 13.69515 -11.73513
H 36.46932 8.43411 -18.05407
C 33.75586 7.31150 -13.46668
H 34.87987 11.64117 -9.19418
H 32.64208 3.24165 -14.74389
C 30.56899 10.30922 -13.31577
H 38.05833 2.47057 -12.14730
H 30.88267 11.49101 -10.33880
C 31.86673 3.04743 -17.43461
H 36.58162 12.38388 -11.26836
H 32.15765 1.99920 -17.36620
H 31.42582 3.31985 -18.39351
H 34.89099 7.72636 -16.58960
H 38.43540 7.37483 -14.39556
H 35.48175 7.46373 -8.65730
C 34.30665 0.68027 -11.38056
H 37.81781 9.96225 -13.43495
H 30.50314 9.77371 -10.17895
H 38.75939 11.02527 -14.59443
H 36.22531 5.99795 -13.77066
H 35.11437 1.77175 -12.91647
H 33.16778 14.63986 -11.66188
H 35.33554 10.28308 -12.91462
C 38.12266 9.30424 -15.38476
C 31.21082 3.74890 -16.27867
C 36.60930 5.01005 -13.56327
C 34.96872 9.27118 -12.82562
C 38.60579 10.02671 -14.18530
H 36.93912 6.73542 -17.83426
H 33.01467 6.68078 -13.93491
H 32.28156 9.02333 -11.25599
O 33.42489 4.44220 -16.20276
C 34.30602 7.94486 -19.51054
H 37.23259 4.94072 -11.53732
C 36.20403 7.40236 -18.28474
H 34.02330 3.81389 -12.21178
N 36.72327 4.16094 -14.67397
N 34.46814 1.76795 -12.14027
C 35.06825 8.29285 -11.77885
C 32.40548 4.09501 -15.37942
H 35.38968 6.25416 -20.03490
C 33.80943 13.89945 -11.20747
H 34.75531 6.09870 -17.17883
H 32.86860 10.66885 -11.11193
C 38.65702 7.88830 -15.33116
H 36.27389 7.73034 -20.39003
O 33.89586 7.66246 -18.23693
H 33.88323 6.43785 -11.44844
C 34.69173 12.39000 -9.94934
H 36.61298 4.28617 -15.67008
C 33.33601 2.51126 -10.40671
H 32.70030 5.02019 -6.85612
H 34.72058 -0.27583 -11.66501
H 34.61919 5.03293 -7.92190
O 30.07744 10.16567 -14.49464
C 37.22620 2.96377 -14.10188
C 37.56413 3.17562 -12.79926
C 34.22584 7.17050 -12.16414
H 35.41108 14.12228 -12.56723
N 34.32397 8.57705 -13.90874
O 37.34997 9.72064 -16.12272
H 31.44023 7.58864 -7.16073
C 32.38823 7.17215 -7.46773
H 39.58619 9.66351 -13.87708
C 32.06508 10.05771 -11.52298
```

Properties
2S+1 = 2
Molar mass = 651.80 g/mol
Frontier orbital gap (spin up / spin down) = 7.02 / 3.08 eV
Charge = +1
<S²> = 0.77

=====

# 3
Formula: C46H47BrI2N6O2W
Source: OMol25
Level of theory: ωB97M-V/def2-TZVPD

Structure (XYZ):
```
105
Properties=species:S:1:pos:R:3
H -3.54248 7.15185 2.58850
C 3.75032 0.34211 -1.93229
O 0.08747 -1.54495 -0.40115
H -3.95662 -6.40852 -1.58966
C -2.31951 -4.24425 -0.80176
H -1.04356 -6.40322 0.35421
C 3.40468 -1.26461 3.54271
N 2.60693 1.08838 -2.06462
H -2.45053 -5.27896 -0.52873
C 1.44264 -0.92314 -5.10711
N 0.95791 6.80077 2.16308
H -1.36323 1.26118 0.97838
H 1.17902 -1.72974 -5.78020
H -5.55651 -5.02381 -3.74340
N 0.56584 2.33958 -0.78435
C -1.11352 -3.63391 -0.43611
I 1.33054 -1.79395 -3.16462
H 6.69538 -2.09041 -1.58549
C 3.65058 2.27136 -3.86061
H -5.83536 -3.30021 -0.40949
C 5.92390 -0.43322 -2.66037
H -0.32698 -3.19595 2.14603
H 4.79814 -2.24814 -0.02659
H -1.34097 7.98120 1.89613
H 3.56550 3.06364 -4.59057
W 0.91510 0.14586 -0.92071
C 4.75871 1.47257 -3.79313
H 0.01491 6.06692 0.01227
H -5.92241 -2.57884 -2.02379
C -4.63760 -4.35268 -1.89761
C 4.83380 0.46006 -2.80920
C -0.13016 -5.91970 0.00903
O 3.19320 6.75053 1.79208
N 0.49045 0.39791 1.15304
H 6.76928 -0.35824 -3.33144
H -4.08200 3.89001 4.39004
C 0.17819 5.02252 -0.20360
H -4.76655 4.50381 2.88333
H 2.04836 -1.09988 5.18509
H -5.69640 -6.18287 -1.50606
C -1.42739 7.00351 2.35689
N 2.62489 -0.46152 -0.04439
H 4.58167 -1.37711 1.74639
C -5.85827 -3.52212 -1.47842
C 3.75836 -0.58239 -0.86118
C -2.66833 6.53135 2.74630
C 1.18132 4.30660 0.46014
N 2.02275 4.83147 1.42084
C 2.12322 6.19908 1.79485
H 2.05322 -4.67303 0.58771
H 0.47753 4.40725 3.39870
C -0.66891 0.78039 1.65688
C -0.07038 -4.42635 0.36937
C -0.40161 4.99693 3.17622
H -0.92030 2.54858 -2.22093
H 1.67778 2.62368 -3.05963
C -0.07499 0.00550 3.83460
C -0.99189 0.59087 3.00386
H -1.73006 3.57296 4.04993
C 2.61752 -0.63775 1.34249
I 0.12924 0.68436 -5.46703
H -1.33785 4.92003 -1.71306
H -1.40692 -4.59758 2.08295
C -1.65761 4.53178 3.54780
C -3.35497 -3.62434 -1.49380
H -1.96140 0.90726 3.36065
H 2.90639 4.36086 1.55357
C 2.58207 2.03537 -2.98362
C -2.81099 5.27957 3.34200
C 5.88174 -1.38458 -1.68324
H -6.77222 -4.07880 -1.68820
H -3.79237 -5.13474 -3.74694
C -0.39758 -4.24908 1.85810
C -0.57911 4.38193 -1.16235
H 1.57034 -2.97800 0.54753
H 4.21132 -1.65404 4.14927
C 1.37222 -3.95953 0.12148
C -0.28492 6.23699 2.56599
C 1.18083 -0.40021 3.33094
H 1.61000 -3.93212 -0.94643
C -3.17855 -2.28745 -1.85359
H 0.30457 -4.81923 2.47054
Br -1.70303 0.15998 -1.89798
C -4.63944 -4.52681 -3.42300
H 2.09162 2.37184 0.61117
H 2.46433 -0.59479 -5.24904
C 4.79859 -1.46869 -0.77430
C -0.97412 -2.29093 -0.77475
H -4.69125 -5.66767 -0.15388
H 0.69942 -6.43786 0.49038
C 1.41148 -0.21416 1.95960
C -2.00602 -1.68402 -1.47880
C -4.73972 -5.73130 -1.24321
H -4.58373 -3.56359 -3.93483
C 2.21137 -0.95266 4.12603
C -4.16613 4.77090 3.75494
H 1.06521 7.79600 2.30211
H -3.93152 -1.74218 -2.40617
H 5.58134 1.60726 -4.48521
H -4.71902 5.53098 4.30665
H -0.29903 -0.14766 4.88334
C 1.32688 2.96626 0.12626
C 3.61980 -1.11045 2.15369
C -0.36793 3.04483 -1.43864
H -0.04594 -6.07267 -1.06878
```

Properties
2S+1 = 3
Relative energy (zero: lowest compared OMol25 entry of this formula, charge and spin) = 0.32 kcal per mole
Molar mass = 1233.47 g/mol
Frontier orbital gap (spin up / spin down) = 6.48 / 6.49 eV
Charge = +2
<S²> = 2.02

=====

# 4
Formula: C10H15N2O
Source: OMol25
Level of theory: ωB97M-V/def2-TZVPD

Structure (XYZ):
```
28
Properties=species:S:1:pos:R:3
H 0.64100 -1.95388 -2.03379
C -1.05628 0.06690 -1.81877
C 1.48391 0.95364 2.32023
H -2.01780 0.44219 -1.48122
H -1.26390 2.01743 -0.19666
C -1.07707 -1.48403 0.15342
H 1.65199 -0.54514 -1.77468
H 1.48512 -0.85955 1.24565
H 1.88497 3.77658 3.76093
C -0.76988 1.55368 0.65561
H -1.26201 -0.70922 -2.55049
N 0.29120 0.60894 0.19801
C 1.16931 3.46849 3.02480
H -2.01123 -1.02558 0.46659
H 1.54757 -1.81627 -0.55085
H 0.91092 1.15351 -0.41830
C 1.12668 0.14937 1.32104
H 2.13236 0.60311 3.10559
H -1.50648 0.99488 1.24086
C -0.15686 2.59707 1.51946
C -0.23048 -0.53419 -0.68306
O 0.28677 4.36692 2.60423
C 0.98168 -1.24731 -1.28228
H -1.32953 -2.35097 -0.45077
C 0.94929 2.28714 2.36099
N -0.53461 3.83151 1.68394
H -0.51778 0.86092 -2.33221
H -0.54886 -1.83813 1.03447
```

Properties
2S+1 = 3
Relative energy (zero: lowest compared OMol25 entry of this formula, charge and spin) = 14.05 kcal per mole
Molar mass = 179.24 g/mol
Frontier orbital gap (spin up / spin down) = 6.88 / 7.35 eV
Charge = +1
<S²> = 2.01

=====

# 5
Formula: C8H15N2
Source: OMol25
Level of theory: ωB97M-V/def2-TZVPD

Structure (XYZ):
```
25
Properties=species:S:1:pos:R:3
H 0.76083 0.98579 1.99474
H -2.71973 -1.69853 -0.88633
N 0.70837 -2.16096 -0.03873
H 1.91473 -0.00480 -2.01663
C -2.16822 -1.55572 0.09552
H -3.39555 0.92185 0.32567
C 2.24925 0.43220 -1.09559
H -0.02924 1.74447 -1.39460
C -2.44883 1.43110 0.00648
C -1.29835 0.83094 -0.02964
H 0.23097 -2.91387 -0.49800
H 1.77114 -2.22385 -0.15159
H -2.62820 2.48784 0.21548
H 2.51280 1.05329 1.29536
C 0.02349 1.37155 -0.37361
H 3.26213 -0.01658 -0.58253
C 1.06504 0.35052 -0.13318
C 1.50718 0.51223 1.36736
N -1.11041 -0.58788 0.02298
C 0.20844 -0.88679 -0.13482
H -3.00152 -1.04113 0.68006
H 1.61519 -0.39284 1.92964
H 2.58201 1.45666 -1.32650
H -1.86533 -2.48422 0.57463
H 0.25382 2.38873 0.15380
```

Properties
2S+1 = 1
Relative energy (zero: lowest compared OMol25 entry of this formula, charge and spin) = 18.18 kcal per mole
Molar mass = 139.22 g/mol
Frontier orbital gap = 9.54 eV
Charge = +1
Structure (SMILES) = C=C1CC(C)(C)C(=[NH2+])N1C

=====

# 6
Formula: CH23LiO11
Source: OMol25
Level of theory: ωB97M-V/def2-TZVPD

Structure (XYZ):
```
36
Properties=species:S:1:pos:R:3
H -2.21944 3.34911 -1.44222
H 1.22356 1.04511 -0.42622
H 1.98456 -1.19589 0.02878
Li 0.88956 0.37711 2.15678
H 0.82956 2.85911 2.87578
H 0.99856 -0.95189 -2.65622
H -0.62544 0.86911 -0.17722
O -0.31744 -3.46989 0.85478
H 2.83256 -2.35389 -0.69022
H 0.20056 2.27411 -3.22822
O 0.97756 -1.39389 -3.45722
O -2.45744 2.28711 -1.20822
H 3.39556 0.00211 -0.78322
H -0.51644 2.70811 1.98078
H -2.43344 -1.59989 -0.85322
H -1.15044 -2.89689 3.93578
O 2.85956 -1.64789 -0.08922
O 3.99256 0.62011 -1.15422
H -0.68044 3.28211 -2.29422
H -1.80944 1.78511 -0.78222
O 0.26456 2.80811 -2.43922
H 4.05656 1.23911 -0.50422
H -2.49244 0.32011 1.28678
H -3.21944 0.94111 2.41878
O -1.12444 -2.11589 3.39978
H 0.03856 -2.60689 0.52678
H 0.06156 -0.16489 -1.36222
O 0.33756 -0.65889 0.57478
O -2.67844 1.15811 1.64378
C 0.23456 0.41611 -0.42722
H -1.43844 -0.69889 0.00378
H -1.20444 -3.35889 0.93578
O -2.25544 -1.18689 0.00878
H 1.70056 -2.06289 -3.48422
O 0.37756 2.29511 2.23678
H -0.63244 -2.27189 2.59078
```

Properties
2S+1 = 1
Relative energy (zero: lowest compared OMol25 entry of this formula, charge and spin) = 15.34 kcal per mole
Molar mass = 218.13 g/mol
Frontier orbital gap = 8.74 eV
Charge = 0

=====

# 7
Formula: C4H16N6
Source: OMol25
Level of theory: ωB97M-V/def2-TZVPD

Structure (XYZ):
```
26
Properties=species:S:1:pos:R:3
H 2.05897 -1.86163 2.74243
C 1.10575 -2.84042 -1.67722
N -0.74128 3.61121 0.16443
H 0.18747 -3.31856 0.06580
H -0.21329 4.25390 -0.40281
N -2.32793 1.86341 0.05187
H -0.61802 3.75881 1.15222
H -2.19954 0.57214 1.70993
H -2.26879 2.41940 2.01598
N 3.06096 -1.81900 0.17865
H 1.55345 -3.77807 -2.00982
H 3.28354 -1.84228 -0.80429
N 1.61992 -2.22768 1.91469
H -1.24483 3.51894 -2.29394
H 1.05305 -2.99518 2.27416
H -2.86150 1.39922 -0.67058
H -0.89075 1.88398 -2.31424
C 1.89231 -2.30358 0.60448
C -1.36198 2.61363 -0.44130
N 0.96708 -2.75054 -0.22341
N -1.35692 2.63633 -1.82771
H 0.17880 -2.57558 -2.15197
C -2.60133 1.54612 1.44533
H 3.57082 -1.26564 0.84196
H -3.64565 1.58543 1.71711
H 1.79970 -2.08435 -2.06175
```

Properties
2S+1 = 1
Relative energy (zero: lowest compared OMol25 entry of this formula, charge and spin) = 21.16 kcal per mole
Molar mass = 148.21 g/mol
Frontier orbital gap = 11.43 eV
Charge = +2

=====

# 8
Formula: C3H8N2O
Source: OMol25
Level of theory: ωB97M-V/def2-TZVPD

Structure (XYZ):
```
14
Properties=species:S:1:pos:R:3
H 0.74661 -0.84483 -1.48839
H 1.26979 1.48952 1.57504
O -0.15017 1.50922 -1.18194
C -0.15742 -1.41834 0.22982
H 0.72452 -1.96759 0.58040
H -0.82768 0.25786 1.73978
H -0.50274 1.42526 -2.08328
C -0.16266 0.14999 0.88328
H 1.69717 0.74540 0.20761
C -0.73928 0.49829 -0.45154
H -1.08222 -1.89723 0.56419
N 1.21006 0.59604 1.09327
H -1.82598 0.44592 -0.53155
N -0.20000 -0.98952 -1.13669
```

Properties
2S+1 = 1
Relative energy (zero: lowest compared OMol25 entry of this formula, charge and spin) = 70.72 kcal per mole
Molar mass = 88.11 g/mol
Frontier orbital gap = 9.20 eV
Charge = 0
Structure (SMILES) = N[C@@H]1CN[C@@H]1O